1.
{"formula": "C38H43ClCsN5O2Te", "method": "wB97M-V/def2-TZVPD", "total_energy_ev": -72013.91684, "gap_ev": 2.4, "total_charge": -2, "homo_energy_ev": 0.62, "symbols": ["Cs", "Cl", "C", "C", "C", "C", "O", "C", "C", "N", "C", "C", "C", "C", "C", "C", "C", "C", "N", "C", "C", "H", "H", "H", "H", "H", "H", "H", "H", "H", "H", "C", "C", "C", "C", "C", "C", "C", "N", "C", "C", "C", "C", "C", "C", "C", "N", "C", "C", "C", "C", "H", "H", "H", "H", "H", "H", "H", "H", "H", "H", "H", "H", "H", "H", "H", "H", "H", "H", "H", "H", "H", "H", "H", "H", "Te", "C", "N", "C", "C", "C", "O", "H", "H", "H", "H", "H", "H", "H", "H", "H"], "coordinates": [[-0.69257, -0.44063, 1.62745], [-0.64143, 0.98520, 9.24412], [-0.87017, 0.99159, 7.49757], [-0.55705, 2.12915, 6.76332], [-0.74659, 2.11989, 5.40141], [-1.24055, 0.98382, 4.68391], [-1.39619, 1.04306, 3.42435], [-1.55955, -0.18260, 5.47914], [-2.18244, -1.40878, 4.94486], [-2.26761, -1.73272, 3.71721], [-3.08396, -2.80597, 3.28461], [-4.23350, -3.16156, 3.98234], [-5.13799, -4.09054, 3.48575], [-4.89049, -4.64426, 2.22978], [-3.76645, -4.31524, 1.49315], [-3.59498, -4.75124, 0.12135], [-2.41740, -4.54621, -0.47837], [-1.33073, -3.86630, 0.21431], [-1.62931, -3.13974, 1.37380], [-2.77668, -3.41655, 2.02277], [-1.37002, -0.12392, 6.86093], [-0.18048, 3.01269, 7.26580], [-0.52512, 3.00029, 4.80951], [-2.58965, -2.06463, 5.72945], [-4.45089, -2.65625, 4.91723], [-6.03731, -4.33760, 4.03739], [-5.61326, -5.32777, 1.78992], [-4.38375, -5.33219, -0.34517], [-2.25818, -4.81336, -1.51672], [-0.56853, -3.41543, -0.41115], [-1.62942, -0.99561, 7.45379], [5.64223, 1.34606, -3.95835], [4.23067, 1.88635, -4.18371], [3.79993, 1.53946, -5.61510], [4.26247, 3.41120, -4.01692], [3.22706, 1.29191, -3.19923], [3.56835, 0.37172, -2.22149], [2.58726, -0.11865, -1.36337], [1.31727, 0.24816, -1.43408], [0.97405, 1.13825, -2.36478], [1.88662, 1.67898, -3.25856], [-0.48845, 1.51522, -2.38156], [-1.00536, 2.52977, -3.17648], [-2.36624, 2.84482, -3.12143], [-3.15537, 2.09537, -2.25897], [-2.54239, 1.09636, -1.51102], [-1.25776, 0.80748, -1.55674], [-2.91509, 3.96567, -4.00147], [-2.13252, 5.25950, -3.74244], [-4.39350, 4.23592, -3.72364], [-2.75892, 3.56302, -5.47408], [6.32636, 1.80650, -4.67471], [5.68625, 0.26498, -4.09960], [6.00476, 1.57298, -2.95456], [4.51641, 1.94808, -6.33246], [2.81644, 1.94887, -5.84880], [3.75216, 0.45808, -5.75344], [4.98478, 3.84909, -4.71072], [4.55178, 3.68358, -3.00049], [3.28781, 3.85806, -4.21676], [4.58229, 0.01837, -2.09966], [2.84502, -0.82121, -0.57714], [1.56398, 2.39018, -4.00644], [-0.35581, 3.08963, -3.83489], [-4.21562, 2.26624, -2.14651], [-3.13738, 0.48560, -0.83778], [-2.21031, 5.55776, -2.69556], [-2.53298, 6.06647, -4.36119], [-1.07420, 5.14895, -3.97939], [-4.56344, 4.50418, -2.67966], [-5.01325, 3.36891, -3.95821], [-4.73465, 5.06714, -4.34460], [-1.71068, 3.41217, -5.73597], [-3.16385, 4.34374, -6.12323], [-3.29093, 2.63270, -5.68000], [-0.14004, -6.04113, 0.62682], [3.29762, -4.14835, 3.74642], [3.23929, -3.18463, 2.66020], [2.30371, -3.50608, 1.58532], [3.77188, -1.95216, 2.75257], [4.59771, -1.65695, 3.99144], [3.64745, -1.09076, 1.88108], [2.86249, -5.07816, 3.38625], [2.71476, -3.82675, 4.61460], [4.32531, -4.33903, 4.06159], [2.44135, -4.52147, 1.22318], [2.46649, -2.80740, 0.76974], [1.27329, -3.43479, 1.93934], [5.52671, -2.23137, 3.97815], [4.06718, -1.90874, 4.90974], [4.83176, -0.59647, 3.98492]]}


2.
{"formula": "C21H42BaN6O4PS", "method": "wB97M-V/def2-TZVPD", "total_energy_ev": -60407.12228, "gap_ev": 8.2, "de_lowest_ev": 0.0945, "total_charge": 1, "homo_energy_ev": -10.31, "symbols": ["Ba", "N", "C", "C", "N", "C", "C", "N", "C", "C", "N", "H", "H", "H", "H", "H", "H", "H", "H", "H", "H", "H", "H", "H", "H", "H", "H", "H", "H", "C", "C", "N", "C", "C", "C", "S", "N", "C", "O", "C", "C", "C", "C", "C", "C", "H", "H", "H", "H", "H", "H", "H", "H", "H", "H", "H", "H", "H", "H", "H", "C", "O", "P", "O", "C", "O", "C", "H", "H", "H", "H", "H", "H", "H", "H", "H"], "coordinates": [[0.21600, 1.22216, 0.67809], [-2.10024, 1.77726, 2.31877], [-1.99772, 3.10115, 2.95785], [-1.15880, 4.07448, 2.14758], [0.25598, 3.71852, 1.98312], [0.97106, 3.61291, 3.26353], [1.16651, 2.20333, 3.81233], [1.95811, 1.36627, 2.90388], [0.89634, 4.64878, 1.03852], [2.22123, 4.20122, 0.44275], [2.08250, 3.08293, -0.50527], [-2.79736, 1.77798, 1.58156], [-2.40934, 1.07480, 2.98015], [-1.56754, 2.97298, 3.95175], [-2.97070, 3.57620, 3.10920], [-1.25338, 5.06225, 2.62413], [-1.59444, 4.17021, 1.14646], [0.45971, 4.20560, 4.03291], [1.95777, 4.06821, 3.15104], [0.20384, 1.71317, 3.97264], [1.62606, 2.31247, 4.79908], [2.00553, 0.41088, 3.23299], [2.91332, 1.70348, 2.85533], [1.05625, 5.62707, 1.51419], [0.19271, 4.82027, 0.21761], [2.91127, 3.89656, 1.23266], [2.66532, 5.08289, -0.02826], [2.99835, 2.80411, -0.83809], [1.55930, 3.37743, -1.32949], [-4.34872, -3.61435, -0.64253], [-3.50886, -3.51256, 0.62256], [-2.07628, -3.60510, 0.34459], [-1.51932, -4.96468, 0.35390], [-0.92249, -5.33412, 1.70264], [-1.29820, -2.54424, 0.08853], [-2.00365, -0.97193, -0.00375], [-0.01225, -2.86901, -0.16236], [1.02174, -2.09405, 0.05418], [1.02181, -0.96474, 0.63947], [2.34151, -2.61773, -0.42904], [2.47590, -3.93202, -0.86674], [3.70082, -4.39844, -1.31817], [4.80263, -3.55259, -1.34469], [4.67598, -2.23939, -0.91139], [3.45177, -1.77758, -0.45068], [-5.41146, -3.57789, -0.39766], [-4.15533, -4.55184, -1.16808], [-4.11802, -2.78530, -1.31125], [-3.74760, -4.32911, 1.30561], [-3.70575, -2.57749, 1.13965], [-0.76549, -5.03242, -0.42618], [-2.33424, -5.64034, 0.09465], [-0.07954, -4.67999, 1.93036], [-0.56668, -6.36540, 1.69286], [-1.66245, -5.23940, 2.50030], [1.61028, -4.57976, -0.84537], [3.79771, -5.42416, -1.64990], [5.75836, -3.91667, -1.69959], [5.53309, -1.57822, -0.92923], [3.34880, -0.75948, -0.09841], [-3.10151, 0.67649, -3.29183], [-2.16169, 1.74625, -3.08598], [-0.65637, 1.46066, -2.58082], [-0.18498, 0.38686, -3.69117], [0.60000, -0.73797, -3.24813], [0.02712, 2.84814, -3.05689], [-0.14203, 3.35357, -4.40044], [-3.94371, 1.10390, -3.82732], [-3.43092, 0.26933, -2.33682], [-2.65348, -0.11457, -3.89044], [0.74592, -1.37529, -4.11471], [0.07644, -1.29427, -2.46905], [1.57528, -0.41496, -2.87915], [0.69393, 4.01793, -4.59828], [-1.07854, 3.90077, -4.47018], [-0.13721, 2.53760, -5.12007]]}


no.,M (g/mol)
1,897.753
2,642.974